[1]
Below is a molecular structure, C26H48HfOP2, with properties calculated with ωB97M-V with the def2-TZVPD basis set.

```
78
Properties=species:S:1:pos:R:3:forces:R:3
Hf -0.190550 -0.011327 0.537213 2.27 3.29 2.34
C 0.665004 2.186691 -1.615794 0.77 0.46 1.22
C -0.023110 2.267347 -0.295073 0.76 -0.69 -0.64
C 2.290964 2.581973 -0.037400 -1.16 -0.18 0.60
C 2.049862 2.334233 -1.407635 -1.02 -0.06 -0.09
C 1.056041 2.527589 0.677645 0.63 -0.11 -1.17
C 0.065104 2.351850 -2.958656 -0.26 0.35 -0.84
H -1.020705 2.253254 -2.966690 0.21 -0.01 0.01
H 0.481479 1.641778 -3.688263 -0.17 0.27 0.18
H 0.259248 3.368140 -3.358437 0.07 -0.38 0.31
C 3.092400 2.408146 -2.476219 0.13 0.31 -0.48
H 2.643785 2.410183 -3.476188 0.07 -0.09 0.21
H 3.822080 1.591354 -2.450283 -0.10 0.02 0.11
H 3.672995 3.342636 -2.414237 -0.17 -0.27 0.12
C 3.612869 3.004964 0.511680 0.42 0.38 0.23
H 4.117222 3.766252 -0.116718 -0.43 -0.41 0.11
H 4.329982 2.181122 0.603750 -0.10 -0.01 0.00
H 3.508518 3.466959 1.498648 0.02 -0.18 -0.11
C 0.887199 3.108536 2.032270 -0.10 0.35 1.00
H 0.864243 4.209890 2.054019 0.11 -0.18 -0.35
H 1.716602 2.825385 2.700054 -0.37 -0.05 -0.09
H -0.056953 2.816991 2.500546 0.16 -0.06 -0.06
C -1.392004 2.877978 -0.160856 -0.55 0.61 0.10
H -1.394209 3.978262 -0.080929 0.34 -0.22 0.03
H -1.894978 2.537189 0.757627 -0.21 0.03 -0.23
H -2.027465 2.686266 -1.040728 0.13 -0.28 0.46
C -1.380174 -2.786826 -0.578969 -0.33 -1.52 -1.19
C -2.637384 -2.631994 -1.275135 0.56 -1.09 1.62
C -3.920389 -2.300054 -0.669552 0.54 0.41 -0.45
C -3.832046 -1.603927 0.727770 -0.47 0.24 0.69
C -2.617630 -0.776977 1.158534 0.31 2.26 -1.71
C -1.560225 -1.210074 2.098031 -0.57 -2.08 2.44
C -1.309511 -2.761598 2.151430 0.27 1.24 1.45
C -1.305969 -3.468103 0.842644 -0.29 -0.80 -1.24
H -4.560552 -3.220463 -0.564777 0.71 0.51 -0.27
H -4.106225 -2.399127 1.443535 0.23 0.53 0.07
H -4.415644 -1.687084 -1.437708 -0.36 -0.23 0.32
H -2.102680 -4.233893 0.855914 -0.11 0.60 -0.35
H -0.672838 -3.394237 -1.202545 -0.63 0.65 0.23
H -2.579659 -2.799948 -2.326145 -0.18 0.17 -0.70
H -0.445054 -4.136262 0.867897 0.33 0.31 -0.52
H -0.316823 -2.877727 2.597109 -0.39 -0.36 -0.11
H -1.928609 -1.059441 3.158532 -1.03 -0.60 0.30
H -2.021720 -3.290419 2.824319 0.39 0.65 -0.34
H -4.681300 -0.891006 0.691996 0.34 -0.52 0.28
H -2.886110 0.291074 1.167482 0.01 -0.29 0.69
P -0.955976 -0.505414 -2.828356 0.18 0.69 -0.74
C -0.585625 -1.984254 -3.867274 -0.36 0.10 -0.22
C -2.727801 0.255124 -2.859031 0.14 -0.72 -0.20
P -0.429960 -0.043685 3.237812 1.91 2.05 -2.22
C -1.000951 -1.257572 -1.157279 1.02 -0.41 -0.42
C -1.310886 1.203274 4.292375 -0.94 -1.03 0.92
C 0.829702 -1.114441 4.025001 0.31 -0.31 0.12
H 0.475982 -2.224143 -3.666156 -0.49 0.12 0.08
H -0.648795 -1.794761 -4.953920 -0.22 -0.06 0.56
H -1.220671 -2.816920 -3.560801 0.24 -0.26 -0.59
H -3.274512 -0.171657 -1.994225 -0.05 0.41 -0.79
H -3.263730 0.113646 -3.813833 0.15 -0.36 0.49
H -2.708810 1.355918 -2.738444 0.44 -0.71 0.10
H 0.606520 -2.163069 3.793212 0.20 0.32 0.29
H 0.833495 -1.014745 5.111149 -0.15 0.10 -0.02
H 1.867263 -0.898221 3.657779 -1.11 0.07 0.08
H 0.191304 -1.303676 -0.907849 -1.84 -0.32 -0.98
H -1.709550 -0.437148 -0.666607 0.38 -1.73 -0.25
H -0.757479 2.151629 4.341363 0.22 -0.58 -0.19
H -1.540225 0.861683 5.337974 0.19 0.20 -0.99
H -2.264410 1.429184 3.780788 0.29 -0.14 0.18
C 3.734019 -0.935248 1.040439 0.13 -0.03 0.12
C 2.968697 -0.659936 -0.253844 2.21 0.68 -0.08
C 3.476413 -1.464921 -1.473286 -0.26 -0.21 0.27
O 1.607565 -0.603312 0.072356 -1.70 -0.78 -0.04
H 3.493483 -1.930531 1.461851 0.15 0.42 -0.19
H 3.440395 -0.141954 1.749693 0.16 -0.38 -0.04
H 4.828598 -0.854263 0.884337 -0.63 -0.15 0.06
H 3.264080 0.361411 -0.543761 -0.41 -0.03 0.22
H 4.577536 -1.284974 -1.554525 -0.90 -0.17 0.18
H 3.314406 -2.560849 -1.421513 -0.01 0.56 0.00
H 3.034842 -1.041728 -2.385134 -0.03 -0.29 0.09
```
Forces are in eV/Å.

Results
**HOMO (alpha / beta)**: -12.218 / -12.218 eV
**Frontier orbital gap (alpha / beta)**: 4.65 / 4.65 eV
**Electronic energy**: -1824.5719 a.u.
**Charge**: +2

Atom charges from the Löwdin analysis, given in e for atoms 1 to 5:
1. Hf 1.531
2. C -0.223
3. C -0.396
4. C -0.206
5. C -0.224

=====

[2]
Below is a single C3H4N4O molecule, with properties calculated with ωB97M-V with the def2-TZVPD basis set.

```
12
Properties=species:S:1:pos:R:3:forces:R:3
H -0.569106 -0.637573 3.242142 -0.26 0.07 -0.40
N -0.975525 -0.354262 2.340280 1.01 -0.03 0.14
C -0.068504 -0.355721 1.461406 -0.19 -0.37 -0.49
N -0.349616 0.009709 0.120804 0.05 0.19 -0.03
N -1.570436 0.555431 -0.217839 0.09 -0.19 -0.16
N -1.515403 0.896497 -1.449140 0.50 0.11 0.38
C -0.262241 0.659264 -1.951784 0.06 -0.70 0.54
C 0.488011 0.052182 -0.975814 -1.40 0.82 0.12
O 1.729277 -0.415007 -1.044980 1.13 -0.50 1.54
H 0.985280 -0.691581 1.572361 -0.56 0.27 0.19
H 0.006159 0.867124 -2.960979 0.07 0.09 -0.37
H 2.102103 -0.586063 -0.136458 -0.52 0.26 -1.44
```
Forces are in eV/Å.

Results
**HOMO**: -9.395 eV
**Frontier orbital gap**: 9.49 eV
**Energy above the lowest of the compared OMol25 structures with the same formula, charge and spin**: 54.1 kcal per mole
**Electronic energy**: -410.9170 a.u.
**Charge**: 0

Atom charges from the natural (NBO) analysis, given in e for atoms 1 to 5:
1. H 0.350
2. N -0.568
3. C 0.270
4. N -0.282
5. N -0.032

=====

[3]
Below is 14 unconnected molecules or ions with the total composition C40H96N12O14S2, with properties calculated with ωB97M-V with the def2-TZVPD basis set.

```
164
Properties=species:S:1:pos:R:3:forces:R:3
C 24.236650 10.432460 -1.571970 -0.89 -1.50 -0.48
C 24.576060 11.870410 -1.528090 -0.88 -0.88 4.14
O 24.733080 12.408550 -0.438130 0.20 0.50 -0.10
N 24.623510 12.454240 -2.677740 0.16 -0.47 -2.22
C 25.080540 13.776340 -2.864910 0.32 0.98 -1.95
H 25.020360 9.869340 -1.065240 -0.22 -0.22 -0.21
H 23.965480 10.063860 -2.561260 1.07 -0.13 -0.54
H 23.257120 10.175020 -1.169050 0.14 0.57 1.14
H 24.770580 11.717750 -3.353060 -0.05 0.87 -0.85
H 24.324480 14.517330 -2.605290 0.34 -0.01 0.70
H 25.146890 13.887290 -3.947220 0.09 0.15 -0.18
H 26.098350 13.964200 -2.523060 -0.31 0.17 0.65
C 18.742050 20.067910 -1.117360 0.27 -0.38 -0.68
C 18.595350 19.689420 -2.584380 0.24 -0.53 0.35
O 18.015290 18.656560 -2.870350 -0.33 -0.10 -0.48
N 19.156660 20.491670 -3.526070 -0.38 0.03 -1.08
C 19.024810 20.250800 -5.017500 0.26 1.82 2.01
H 18.575240 19.141310 -0.568100 -0.10 0.24 0.12
H 17.987680 20.811600 -0.860540 0.22 0.08 0.15
H 19.763210 20.389410 -0.912480 -0.13 0.36 0.20
H 19.857410 21.164080 -3.248740 -0.37 0.01 0.06
H 18.903410 21.243110 -5.451860 0.35 0.20 -0.07
H 18.057120 19.813090 -5.262670 0.71 -1.02 0.18
H 20.008020 19.882290 -5.310080 -0.68 -0.80 -0.74
C 25.419260 12.935340 6.663260 1.23 0.41 -0.11
C 24.907020 12.852470 5.242590 -0.85 -1.06 2.62
O 23.702690 12.786850 5.173380 -2.09 0.43 -1.35
N 25.721540 12.622510 4.245750 2.50 -0.38 -0.68
C 25.369370 12.382240 2.893840 -0.37 0.75 -2.15
H 25.199590 13.920470 7.074790 -0.15 -0.07 0.02
H 26.496460 12.787680 6.740290 0.13 -0.01 0.06
H 24.922450 12.169400 7.258770 -0.07 0.15 -0.17
H 26.712350 12.580860 4.437230 -0.26 0.10 0.19
H 24.769770 13.198280 2.490520 -0.40 0.02 0.16
H 24.890560 11.450800 2.591750 -0.20 -0.22 0.78
H 26.239210 12.438020 2.239340 0.33 -0.06 0.36
C 24.000440 17.251430 -4.237630 -0.20 -1.49 0.07
C 24.525010 18.032340 -3.026210 -0.39 0.33 -1.10
O 25.735260 18.130980 -2.895620 -0.70 0.13 0.59
N 23.609920 18.720390 -2.248800 0.78 -0.81 -0.51
C 22.154760 18.760350 -2.292740 -0.23 0.48 0.25
H 23.951560 17.805150 -5.175230 -0.11 0.41 0.33
H 23.094460 16.657490 -4.117090 -0.71 0.77 0.31
H 24.640840 16.398090 -4.460750 0.86 0.43 0.19
H 24.069630 19.335730 -1.592950 -0.13 -0.13 0.10
H 21.676060 18.403400 -3.204630 0.56 0.05 -0.22
H 21.879410 19.805680 -2.152870 -0.17 0.08 -0.22
H 21.646030 18.245300 -1.477860 0.37 -0.31 0.26
C 20.412980 15.328980 -2.983880 -0.12 -0.65 -0.89
C 19.788150 14.049430 -2.535050 -2.79 -0.57 3.69
O 19.217280 14.081330 -1.393180 1.42 -0.25 -2.67
N 19.714160 12.917370 -3.282430 0.68 1.06 -0.82
C 18.992910 11.729140 -2.931360 0.06 -0.53 1.39
H 19.753050 16.101950 -2.590040 0.47 0.16 0.16
H 20.403710 15.409990 -4.070830 0.31 0.05 -0.09
H 21.430260 15.331610 -2.592420 -0.03 0.49 -0.04
H 20.240490 12.868490 -4.143060 -0.13 0.26 0.09
H 18.674080 11.770460 -1.889850 0.07 0.42 0.02
H 19.699770 10.899430 -2.936050 -0.30 -0.30 -0.47
H 18.078670 11.548280 -3.496640 0.30 0.03 -0.42
C 24.974790 17.204040 6.158590 -0.19 -1.22 -0.02
C 24.713020 18.604260 6.667690 -3.08 -4.04 0.25
O 23.582220 18.746140 7.165910 1.18 1.27 0.00
N 25.619910 19.473840 6.406990 1.67 3.20 -0.69
C 25.452720 20.866670 6.703810 0.91 1.58 0.76
H 24.355360 16.520880 6.739720 -0.38 0.23 -0.15
H 25.932610 16.683950 6.172100 0.55 0.95 0.06
H 24.630220 17.191230 5.124560 -0.10 -0.16 -0.12
H 26.394830 19.265440 5.793660 0.03 -0.54 0.14
H 26.429750 21.343970 6.779260 0.35 -0.36 0.25
H 24.981580 21.043980 7.670600 -0.23 -0.32 -0.18
H 25.006800 21.542510 5.974080 -0.74 -0.68 -0.40
C 16.239270 14.266450 3.384930 -0.53 -0.38 -1.58
C 16.278680 15.777440 3.292250 -0.67 -2.02 2.24
O 15.415230 16.358500 3.894330 -1.14 1.84 0.11
N 17.326270 16.355040 2.728950 1.38 0.87 -1.27
C 17.474460 17.781790 2.561620 1.19 1.00 0.42
H 16.975780 13.809340 4.045770 0.12 0.08 -0.37
H 16.262170 13.921370 2.351250 1.05 -0.53 0.01
H 15.233190 13.922640 3.625160 0.05 0.52 0.73
H 18.039060 15.794930 2.283630 -0.42 -0.19 0.03
H 18.407670 17.962030 2.028010 -0.14 -0.18 -0.72
H 17.734690 18.332660 3.465450 -0.57 -0.44 0.74
H 16.669980 18.362260 2.110000 -0.27 -0.66 -0.25
C 20.052300 17.214300 5.574750 1.06 -0.66 1.08
C 19.501210 18.303040 6.476220 -1.65 -0.07 -1.22
O 18.441170 18.813120 6.162080 -0.41 0.62 -0.08
N 20.128410 18.578500 7.621460 0.32 0.16 0.37
C 19.706030 19.568770 8.634180 2.36 -0.14 0.54
H 21.030830 16.907110 5.943820 0.41 0.04 -0.27
H 20.118790 17.418300 4.506080 -0.35 0.39 0.30
H 19.455210 16.317590 5.740570 -0.40 0.14 -0.21
H 21.053800 18.175420 7.657380 0.11 0.41 0.57
H 19.110840 20.439580 8.359340 -0.50 -0.86 -0.46
H 20.643240 20.020030 8.959920 0.40 0.40 -0.33
H 19.494060 19.111410 9.600610 -1.22 -0.31 -0.35
C 27.197800 15.864020 3.607970 0.81 -0.21 -0.20
C 27.203220 17.352850 3.399350 -0.07 0.36 0.77
O 28.024330 18.071240 3.967270 0.09 0.10 -0.04
N 26.199880 17.838250 2.665040 1.30 -1.05 -0.36
C 26.057670 19.207740 2.296500 -1.44 0.22 0.02
H 26.542710 15.317960 2.929170 -0.30 0.04 0.36
H 27.055620 15.675750 4.672130 -0.42 -0.18 -0.16
H 28.213110 15.515000 3.419750 0.11 0.04 -0.12
H 25.523880 17.171700 2.320300 -0.32 0.04 -0.44
H 26.917210 19.860730 2.145230 0.36 -0.69 0.41
H 25.405140 19.580910 3.085840 -0.06 1.09 -0.18
H 25.505000 19.192800 1.357120 -0.13 0.27 0.00
C 23.335920 25.057040 4.100640 0.28 -0.55 0.34
C 22.293400 23.991450 4.456180 -0.65 1.22 -0.56
O 21.090040 24.220210 4.569870 1.00 -0.32 -0.01
N 22.830280 22.772730 4.699130 0.51 -0.88 -0.38
C 22.101820 21.772750 5.405910 -1.69 -0.92 1.34
H 22.988630 26.089790 4.070230 -0.33 -0.36 0.12
H 23.883250 24.851230 3.180770 -0.23 -0.19 -0.18
H 24.072110 24.923760 4.893330 0.21 0.50 0.06
H 23.773710 22.527890 4.434400 -0.09 0.59 0.10
H 22.376500 20.721520 5.318900 0.79 0.25 -0.57
H 21.044750 21.757670 5.140440 0.14 0.34 -0.01
H 22.100390 21.950420 6.481330 0.19 0.22 0.17
C 20.230970 13.456510 4.240170 0.58 -0.10 0.29
C 20.286350 12.670040 2.925090 -1.60 0.43 -2.10
O 19.301900 12.675350 2.104570 2.87 -0.06 2.66
N 21.479420 12.080010 2.630520 -1.76 0.73 -0.30
C 21.759430 11.497970 1.316110 1.44 0.08 0.59
H 19.782280 14.425030 4.019370 -0.79 -0.38 0.41
H 21.133730 13.715920 4.793190 1.13 -0.05 -1.08
H 19.878570 12.864190 5.084610 -1.48 0.02 -0.42
H 22.223330 12.261410 3.289150 0.30 -0.16 -0.10
H 21.967670 10.442170 1.489370 -0.16 -0.15 -0.51
H 22.681140 11.973790 0.981220 0.32 -0.24 -0.11
H 21.074970 11.671130 0.485670 -0.69 0.04 0.82
C 22.750970 20.821840 1.559380 -0.94 -0.45 1.15
C 21.300540 20.410650 1.929880 -0.19 0.91 -0.23
O 20.797130 19.384920 1.452950 0.28 0.92 0.70
N 20.650760 21.217700 2.838610 -0.19 -0.94 -0.90
C 19.303940 20.866990 3.309720 0.56 -0.30 -1.46
H 23.079500 21.595160 2.253750 0.14 0.10 -0.21
H 22.927880 21.123790 0.527080 -0.33 -0.14 0.06
H 23.288070 19.903610 1.797020 0.39 0.11 -0.29
H 20.952250 22.127810 3.156290 0.60 -0.23 -0.48
H 18.970920 21.684590 3.949040 -0.11 -0.67 0.37
H 19.330730 19.830820 3.646970 -0.17 0.38 0.99
H 18.649850 20.786490 2.441510 -0.26 0.35 -0.10
C 21.588950 16.542160 2.447660 0.63 0.48 -1.20
S 22.748920 16.625970 1.051090 0.74 -0.61 0.60
O 24.128290 16.232790 1.574520 -0.99 0.22 -0.27
C 22.072590 15.167550 0.226490 -0.15 0.63 -0.20
H 21.648980 17.484350 2.992410 0.14 -0.34 0.17
H 21.863840 15.627780 2.973450 -0.37 0.15 0.26
H 20.652710 16.534740 1.889530 -0.36 -0.26 0.54
H 21.085540 15.440300 -0.146940 -0.10 0.06 -0.06
H 21.930140 14.317210 0.893370 0.46 -0.03 -0.03
H 22.727150 15.008450 -0.630440 0.07 -0.45 0.21
C 15.920800 15.753930 -2.163950 0.57 -0.70 -1.11
S 15.371290 15.291700 -0.490250 -2.69 0.11 0.75
O 13.802470 15.327390 -0.423440 3.21 -0.29 -0.54
C 15.833670 13.516350 -0.349720 -0.54 -0.13 -0.98
H 15.921170 15.032430 -2.980980 -0.65 -0.91 0.40
H 16.985580 15.987020 -2.166580 -0.04 0.57 0.66
H 15.338090 16.564400 -2.601770 -0.02 0.31 0.84
H 15.494930 13.059590 0.580180 0.06 0.71 0.24
H 16.895600 13.320410 -0.498080 0.06 0.34 -0.01
H 15.232240 13.011030 -1.105390 0.14 -0.02 -0.31
```
Forces are in eV/Å.

Results
**HOMO**: -7.967 eV
**Frontier orbital gap**: 7.90 eV
**Energy above the lowest of the compared OMol25 structures with the same formula, charge and spin**: 86.1 kcal per mole
**Electronic energy**: -4088.4908 a.u.
**Charge**: 0

Atom charges from the Löwdin analysis, given in e for atoms 1 to 5:
1. C 0.001
2. C -0.610
3. O 0.038
4. N 0.007
5. C -0.063